Computed, not measured: C8H27AgO12PV as an isolated structure, with ωB97M-V with the def2-TZVPD basis set.

Multiplicity ... 2
Highest occupied orbital energy (spin up / spin down) ... -5.7 / -5.5 eV
⟨S²⟩ ... 0.7605
Charge ... -1
Energy relative to the best compared isomer or geometry (same formula, charge and spin) ... 226.81 kJ/mol
Frontier orbital gap (spin up / spin down) ... 7.741 / 6.323 eV

```
50
Properties=species:S:1:pos:R:3:forces:R:3
O 0.1676 -0.8372 3.2063 -0.9998 -0.5270 -0.7571
V -1.1813 -1.5474 2.6718 0.3098 0.2324 2.5102
O -1.5029 -2.7096 3.7513 0.7448 1.3635 -1.5508
Ag -2.9906 -1.5731 -0.3019 0.6160 0.0803 0.5542
P -3.7581 -0.7913 2.3091 -2.6832 2.1482 4.2342
O -3.1515 -2.0738 1.7635 0.8625 -2.2529 -0.9951
O -3.8729 0.0411 1.0078 -0.8787 0.4053 -1.0751
O -2.6627 -0.1567 3.2059 2.3562 -1.1954 -1.0514
O -5.0158 -0.8935 3.1494 0.6913 -0.1896 -1.8254
C 1.5989 -0.0621 -0.0353 0.2276 -0.0819 0.5083
C 0.1692 -0.3922 -0.4910 -0.9667 -0.5878 -1.0976
C 0.2904 -1.3270 -1.7381 -0.5619 -0.6939 1.0246
O -0.8519 -0.8492 0.4174 1.4261 -0.3898 0.1523
H 2.1550 0.5916 -0.7073 -0.7414 0.7345 -0.3962
H 2.3203 -0.8761 -0.1068 -0.3916 -0.7921 0.8119
H 1.5880 0.4118 0.9462 0.1648 -0.2568 0.1290
H -0.2061 0.5272 -0.9404 -0.2294 0.5177 0.1682
H -0.6824 -1.5985 -2.1480 -0.3610 0.7715 -0.3608
H 0.5788 -2.3306 -1.4255 0.8112 -0.0769 0.2513
H 0.9691 -0.9489 -2.5028 -0.0549 0.0072 -0.0220
C -1.0600 3.0412 1.6596 -0.5067 0.7341 -0.1238
O -2.0680 2.2063 1.1542 0.4056 -0.1657 -0.2630
H -0.2998 2.5093 2.2316 -0.0773 0.0522 0.1310
H -0.5914 3.6058 0.8536 0.3946 -0.0417 -0.2795
H -1.5758 3.7975 2.2514 0.3075 0.0643 0.5220
H -1.7495 1.3137 1.3070 -0.4775 -0.6092 -0.1301
C 0.7947 3.4472 -2.4965 -0.4040 1.3391 0.8422
O 1.1719 3.9108 -3.7964 0.7182 -0.7404 0.2732
H -0.1704 2.9424 -2.5398 0.1581 -0.1101 0.3514
H 1.5066 2.9421 -1.8436 0.6361 -1.1923 -1.4491
H 0.7939 4.2951 -1.8115 -1.1221 0.6904 -0.1104
H 0.4510 4.4562 -4.1198 -0.0012 -0.0225 0.1302
C 5.6846 0.8747 0.4272 -0.9206 -0.4911 0.1905
O 6.2872 1.7857 1.2983 0.6681 0.7103 0.3328
H 6.0722 -0.1267 0.6139 0.1887 -0.1582 -0.5503
H 4.6162 0.8245 0.6372 -0.2782 -0.0558 -0.1296
H 5.7881 1.2092 -0.6050 0.3462 -0.1306 0.1142
H 6.3385 1.3704 2.1622 -0.0368 0.1240 0.0416
C -3.8332 -0.9902 -3.1777 0.3644 -0.2463 0.1599
O -3.4079 -0.2834 -1.9600 -0.6002 -0.8217 -2.5033
H -4.0064 -2.0476 -2.9776 -0.1411 0.0755 0.7647
H -4.7503 -0.6547 -3.6620 0.0789 0.5811 0.3589
H -3.0399 -1.0627 -3.9216 0.2420 0.7396 0.0500
H -3.7404 0.6152 -1.9005 -0.1519 0.0375 0.0726
C 1.4817 -3.6745 1.4880 0.0808 -0.9401 -0.7787
O 0.0728 -3.7967 1.6412 -0.1181 0.6169 0.5666
H 1.9204 -4.6701 1.5534 0.1740 -0.2332 0.2005
H 1.6855 -3.3550 0.4660 0.3507 0.5812 0.1618
H 1.9655 -3.0611 2.2481 -0.5821 0.2963 -0.1370
H -0.2990 -4.0293 0.7872 -0.0380 0.1000 -0.0218
```
Forces are in eV/Å.

List of Löwdin charges in e, atom by atom: -0.389, 0.872, -0.359, 0.857, -0.056, -0.403, -0.249, -0.350, -0.295, -0.076, -0.519, -0.077, -0.378, 0.053, 0.058, 0.072, 0.103, 0.036, 0.051, 0.072, -0.169, -0.132, 0.085, 0.053, 0.071, 0.021, -0.162, -0.127, 0.079, 0.070, 0.067, 0.067, -0.178, -0.120, 0.077, 0.065, 0.082, 0.075, -0.107, -0.195, 0.067, 0.081, 0.075, 0.102, -0.135, -0.137, 0.069, 0.063, 0.089, 0.080


Computed, not measured: a 2-piece molecular cluster, C8H27B3NO6P2Si2 overall, with ωB97M-V with the def2-TZVPD basis set.

Highest occupied orbital energy ... -3.5 eV
Charge ... -1
Frontier orbital gap ... 5.361 eV

```
49
Properties=species:S:1:pos:R:3:forces:R:3
C 5.8487 -2.2778 3.6589 -0.1878 -0.2468 -0.0327
P 5.7600 -0.8456 2.5288 0.6225 0.7160 0.4042
C 6.1310 -1.5006 0.8607 -0.1673 -0.1847 -0.1638
B 3.9383 -0.3027 2.5260 -0.3606 -0.3985 -0.0988
O 3.5454 0.8226 1.8441 0.4234 0.2599 0.2974
B 2.3312 1.3486 2.2342 -0.3557 0.0871 -0.1876
O 1.2907 0.4529 2.3691 0.1576 -0.0777 0.1283
B 1.6854 -0.7990 2.7340 -0.5241 0.1881 0.7130
P 0.6180 -2.3667 2.3998 0.2540 0.0963 -0.7585
O 0.5638 -2.5519 0.9493 0.0653 0.0015 -0.3404
O 1.3255 -3.6169 3.1251 0.1285 0.0853 0.5664
O -0.7592 -2.2446 3.1624 -0.1467 -0.2728 0.5249
O 2.9500 -0.9718 3.2669 0.4069 -0.3822 -0.6047
H 6.8863 -2.6043 3.7191 0.0200 -0.0247 0.0119
H 5.2266 -3.1335 3.3903 -0.0191 0.0198 -0.0527
H 5.5530 -1.9317 4.6487 -0.0054 -0.0372 0.0408
H 5.7002 -2.4843 0.6712 -0.0711 0.0119 0.0060
H 7.2119 -1.5671 0.7520 0.0235 0.0050 -0.0313
H 5.7536 -0.8083 0.1093 0.0226 0.0349 -0.0172
H 2.2170 2.4831 2.5549 -0.0597 0.0564 -0.2906
H 2.2541 -3.6620 2.8579 -0.1642 -0.1583 0.0085
H -1.2340 -3.0857 3.2391 -0.0461 0.1783 -0.0945
C -4.3425 2.2151 -4.6428 -0.1556 0.1001 0.0876
Si -3.8090 1.8454 -2.8570 0.1115 -0.0726 -0.2243
C -5.3219 1.0042 -2.0532 -0.0858 0.1582 -0.0320
C -3.6893 3.5540 -2.0138 -0.1759 0.0116 -0.0360
N -2.4169 0.9539 -2.8524 -0.0949 0.0865 0.2903
Si -1.5346 0.3710 -1.5741 0.0272 -0.0456 -0.4436
C -2.4631 -0.8516 -0.4510 0.1741 0.0185 0.2210
C -0.8295 1.7186 -0.4194 0.0785 -0.1644 0.1360
C -0.0236 -0.5772 -2.2161 0.0961 0.0026 0.2438
H -5.2649 2.8052 -4.6914 0.0093 -0.0063 -0.0147
H -3.5553 2.7710 -5.1587 0.0188 -0.0313 -0.0162
H -4.5079 1.2793 -5.1828 0.0360 -0.0035 -0.0153
H -6.2548 1.5356 -2.2756 0.0050 -0.0027 0.0028
H -5.2204 0.9601 -0.9648 0.0395 -0.0488 -0.0065
H -5.4161 -0.0186 -2.4266 0.0080 -0.0136 0.0190
H -2.7951 4.0760 -2.3640 0.0153 -0.0018 0.0193
H -3.6218 3.4568 -0.9261 0.0597 -0.0146 -0.0051
H -4.5593 4.1838 -2.2342 0.0037 -0.0041 0.0031
H -3.2125 -0.3357 0.1577 -0.0502 -0.0163 -0.0490
H -1.7764 -1.3704 0.2270 -0.0116 0.0079 -0.0125
H -2.9717 -1.6059 -1.0564 -0.0291 0.0326 -0.0269
H -0.3572 2.5025 -1.0173 -0.0298 0.0193 -0.0091
H -0.0799 1.3088 0.2666 -0.0127 -0.0048 -0.0027
H -1.6132 2.1766 0.1912 -0.0165 0.0437 -0.0540
H 0.5960 0.0824 -2.8304 -0.0264 -0.0111 -0.0455
H -0.3479 -1.4179 -2.8345 -0.0003 0.0241 -0.0426
H 0.5910 -0.9758 -1.4016 -0.0104 -0.0208 -0.0157
```
Forces are in eV/Å.

List of Löwdin charges in e, atom by atom: -0.327, 0.932, -0.309, -0.688, 0.218, -0.311, 0.260, -0.514, 0.481, -0.250, -0.133, -0.101, 0.201, 0.030, 0.035, 0.035, 0.041, 0.026, 0.041, 0.125, 0.075, 0.099, -0.220, 0.194, -0.211, -0.211, -0.232, 0.204, -0.192, -0.186, -0.206, 0.004, 0.007, 0.007, 0.004, 0.002, 0.011, 0.010, 0.002, 0.005, 0.006, -0.012, 0.015, 0.016, -0.009, 0.010, 0.008, 0.012, -0.005


Computed, not measured: C8H27NO5 as an isolated structure, with ωB97M-V with the def2-TZVPD basis set.

Highest occupied orbital energy ... -9.3 eV
Charge ... 0
Energy relative to the best compared isomer or geometry (same formula, charge and spin) ... 1086.53 kJ/mol
Frontier orbital gap ... 9.558 eV

```
41
Properties=species:S:1:pos:R:3:forces:R:3
C -1.6092 1.2345 0.2031 0.7941 0.0918 -1.1827
O -0.9099 1.8572 -0.9083 -11.3636 -1.7299 1.1896
H -2.4633 1.7859 0.5962 -0.1380 -0.1043 -0.2822
H -1.7737 0.1743 0.0107 -1.0944 2.3001 -0.4653
H -0.8936 1.0527 1.0050 -1.5592 0.3189 0.4979
H 0.0256 1.8564 -0.6928 -5.1130 -1.2582 -0.9188
C -2.3737 -0.3424 -1.7391 1.3532 0.5284 -3.4421
O -3.0806 -0.7738 -2.8999 -1.6621 -1.9965 0.5778
H -1.3564 -0.7249 -1.8210 0.4884 0.0183 -0.0794
H -2.2616 0.7166 -1.9719 -0.1805 0.0256 1.5151
H -2.6014 -0.6861 -0.7301 -2.3193 -0.1196 -1.4857
H -2.7776 -0.4135 -3.7366 0.4851 0.3671 0.5555
C 0.9599 3.8258 -2.5532 0.5335 -0.4139 -0.3902
O 0.7942 2.4320 -2.8764 -0.1346 0.8090 -1.7663
H 0.5637 4.1200 -1.5813 -0.0795 -0.1846 -0.0991
H 2.0263 4.0464 -2.6004 0.1669 0.2226 0.2715
H 0.5020 4.4804 -3.2947 -0.2831 -0.5135 -0.2262
H 0.8725 1.8934 -2.0856 -0.7746 1.2491 -2.9618
C 1.0375 2.0326 0.6749 2.3496 -1.1899 5.5681
O 0.9594 2.1501 -0.6621 14.3907 2.4679 1.5424
H 0.1339 1.5978 1.1023 1.2956 1.6942 -0.0142
H 1.7231 1.2204 0.9166 0.6123 0.1591 0.1312
H 1.4005 2.8923 1.2382 -0.2344 0.3175 -0.5224
H 1.4291 1.3872 -1.0069 1.2813 -0.3041 0.3318
C 0.5977 -1.9350 -0.3579 1.2360 -0.8155 1.1558
C -0.0248 -2.1344 1.0333 0.2393 -1.0789 -0.0715
C 0.8039 -1.6036 2.2550 -0.4373 -0.1664 -1.8076
O 1.9806 -2.3403 2.4847 0.3266 -0.4615 0.5166
C 1.8212 -3.4980 3.3112 -0.3617 -0.3732 -0.5516
N -1.2961 -1.4759 0.9959 -0.3175 -0.0457 1.1975
H -0.0583 -2.3512 -1.1225 -0.1430 0.6149 -0.0349
H 1.5276 -2.4909 -0.4783 0.2915 0.1223 0.1344
H 0.8234 -0.8695 -0.4000 -0.1362 0.1540 -0.7780
H -0.2472 -3.1974 1.1258 0.3082 -0.2546 0.4123
H 0.1499 -1.4245 3.1084 0.0081 -0.5421 0.2844
H 1.1088 -0.6100 1.9266 0.3878 0.2125 0.1792
H 1.9685 -3.2954 4.3720 -0.4359 0.3078 0.0374
H 2.5078 -4.3143 3.0869 0.6909 0.5646 -0.4952
H 0.8808 -3.9937 3.0702 -0.4856 0.3031 0.5197
H -1.7776 -1.7822 0.1625 -0.0717 -0.3013 0.2162
H -1.0929 -0.4989 0.8400 0.0860 -0.9948 0.7407
```
Forces are in eV/Å.

List of Löwdin charges in e, atom by atom: -0.143, -0.093, 0.123, -0.010, 0.041, -0.322, -0.166, -0.109, 0.071, 0.095, 0.059, 0.079, -0.119, -0.116, 0.081, 0.076, 0.082, -0.001, -0.058, -0.034, 0.055, 0.106, 0.129, 0.160, -0.040, -0.410, -0.184, -0.173, -0.092, 0.024, 0.083, 0.080, 0.066, 0.132, 0.128, 0.096, 0.086, 0.082, 0.082, 0.057, -0.005


no.,total energy (a.u.)
1,-2656.231489
2,-2163.955110
3,-751.502179